No. 1
Formula: C30H25BrNO20
Source: OMol25
Level of theory: ωB97M-V with the def2-TZVPD basis set

Last columns: bonded neighbours and bond lengths (Å).
Element x y z (Å)
1 O 0.57 -0.44 0.75  C2 1.202
2 C 0.70 -0.11 1.90  O1 1.202, C3 1.572, H13 1.132
3 C -0.22 -0.62 3.07  C2 1.572, N4 1.471, H14 1.114, H15 1.109
4 N 0.64 -1.50 3.88  C3 1.471, C5 1.481, H16 1.016
5 C 0.15 -1.68 5.26  N4 1.481, Br6 2.012, C7 1.562, C10 1.581
6 Br 0.52 -3.61 5.71  C5 2.012
7 C 0.96 -0.74 6.21  C5 1.562, C8 1.569, H17 1.118, H18 1.120
8 C 1.12 -1.25 7.68  C7 1.569, O9 1.434, H19 1.110, H20 1.118
9 O 2.44 -1.77 7.86  C8 1.434, H21 0.971
10 C -1.41 -1.48 5.44  C5 1.581, O11 1.238, O12 1.278
11 O -2.14 -2.48 5.49  C10 1.238
12 O -1.91 -0.31 5.58  C10 1.278
13 H 1.54 0.58 2.19  C2 1.132
14 H -1.03 -1.22 2.59  C3 1.114
15 H -0.58 0.29 3.60  C3 1.109
16 H 0.74 -2.42 3.45  N4 1.016
17 H 1.98 -0.59 5.77  C7 1.118
18 H 0.47 0.27 6.20  C7 1.120
19 H 0.32 -1.95 8.01  C8 1.110
20 H 1.05 -0.35 8.34  C8 1.118
21 H 2.53 -2.63 7.42  O9 0.971
22 C 1.17 1.48 -2.31  C23 1.337, C28 1.462, H32 1.083
23 C 2.29 1.58 -3.03  C22 1.337, C24 1.495, O31 1.345
24 C 2.26 1.89 -4.49  C23 1.495, O25 1.219, C26 1.461
25 O 3.31 1.98 -5.10  C24 1.219
26 C 0.96 2.06 -5.13  C24 1.461, C27 1.337, H33 1.081
27 C -0.16 1.96 -4.41  C26 1.337, C28 1.495, O30 1.344
28 C -0.13 1.68 -2.95  C22 1.462, C27 1.495, O29 1.216
29 O -1.18 1.62 -2.33  C28 1.216
30 O -1.37 2.11 -4.97  C27 1.344, H34 0.978
31 O 3.50 1.40 -2.47  C23 1.345, H35 0.975
32 H 1.18 1.26 -1.25  C22 1.083
33 H 0.95 2.26 -6.19  C26 1.081
34 H -2.02 2.00 -4.25  O30 0.978
35 H 4.14 1.52 -3.20  O31 0.975
36 C 1.09 2.42 -10.58  C37 1.337, C42 1.461, H46 1.081
37 C 1.10 3.09 -11.74  C36 1.337, C38 1.496, O45 1.343
38 C 1.29 4.57 -11.78  C37 1.496, O39 1.217, C40 1.460
39 O 1.31 5.14 -12.86  C38 1.217
40 C 1.45 5.28 -10.51  C38 1.460, C41 1.337, H47 1.081
41 C 1.44 4.61 -9.35  C40 1.337, C42 1.496, O44 1.341
42 C 1.27 3.12 -9.32  C36 1.461, C41 1.496, O43 1.216
43 O 1.28 2.55 -8.24  C42 1.216
44 O 1.57 5.23 -8.18  C41 1.341, H48 0.977
45 O 0.93 2.47 -12.92  C37 1.343, H49 0.976
46 H 0.95 1.34 -10.54  C36 1.081
47 H 1.57 6.35 -10.55  C40 1.081
48 H 1.54 4.53 -7.50  O44 0.977
49 H 0.98 3.17 -13.59  O45 0.976
50 C -3.55 -0.92 -5.19  C51 1.337, C56 1.461, H60 1.082
51 C -4.56 -0.08 -5.43  C50 1.337, C52 1.495, O59 1.343
52 C -5.68 -0.45 -6.35  C51 1.495, O53 1.217, C54 1.461
53 O -6.59 0.34 -6.52  C52 1.217
54 C -5.63 -1.75 -7.01  C52 1.461, C55 1.337, H61 1.081
55 C -4.62 -2.59 -6.77  C54 1.337, C56 1.496, O58 1.342
56 C -3.51 -2.24 -5.83  C50 1.461, C55 1.496, O57 1.216
57 O -2.62 -3.04 -5.64  C56 1.216
58 O -4.55 -3.79 -7.36  C55 1.342, H62 0.977
59 O -4.62 1.13 -4.86  C51 1.343, H63 0.976
60 H -2.73 -0.67 -4.53  C50 1.082
61 H -6.44 -2.00 -7.68  C54 1.081
62 H -3.73 -4.20 -7.03  O58 0.977
63 H -5.44 1.54 -5.19  O59 0.976
64 C 0.88 -1.44 12.29  C65 1.336, C70 1.463, H74 1.081
65 C 1.53 -1.33 13.45  C64 1.336, C66 1.495, O73 1.346
66 C 2.35 -2.45 14.00  C65 1.495, O67 1.219, C68 1.460
67 O 2.94 -2.30 15.05  C66 1.219
68 C 2.42 -3.69 13.23  C66 1.460, C69 1.338, H75 1.081
69 C 1.77 -3.80 12.06  C68 1.338, C70 1.495, O72 1.340
70 C 0.97 -2.67 11.51  C64 1.463, C69 1.495, O71 1.212
71 O 0.41 -2.81 10.44  C70 1.212
72 O 1.81 -4.92 11.34  C69 1.340, H76 0.978
73 O 1.47 -0.21 14.20  C65 1.346, H77 0.976
74 H 0.28 -0.63 11.89  C64 1.081
75 H 3.01 -4.50 13.64  C68 1.081
76 H 1.27 -4.74 10.55  O72 0.978
77 H 2.02 -0.39 14.98  O73 0.976

Values from the calculation:
Net charge   -1
Electronic energy   -143996.6888 eV
LUMO   -0.7 eV
Orbital gap   3.84 eV
Molecular weight   799.42 g/mol

---

No. 2
Formula: C30H25F2NO2
Source: OMol25
Level of theory: ωB97M-V with the def2-TZVPD basis set

Last columns: bonded neighbours and bond lengths (Å).
Element x y z (Å)
1 F -2.93 2.29 5.03  C2 1.377
2 C -2.83 0.99 4.59  F1 1.377, C3 1.391, C15 1.384
3 C -4.00 0.30 4.29  C2 1.391, C4 1.407, H16 1.083
4 C -3.88 -1.01 3.78  C3 1.407, C5 1.386, H17 1.086
5 C -2.65 -1.57 3.50  C4 1.386, C6 1.432, H18 1.094
6 C -1.44 -0.82 3.72  C5 1.432, C7 1.415, C15 1.435
7 C -0.19 -1.38 3.37  C6 1.415, C8 1.425, H19 1.085
8 C 1.06 -0.75 3.62  C7 1.425, C9 1.424, C14 1.420
9 C 2.14 -1.48 4.19  C8 1.424, C10 1.390, H20 1.092
10 C 3.34 -0.86 4.50  C9 1.390, C11 1.399, H21 1.091
11 C 3.53 0.50 4.20  C10 1.399, C12 1.396, H22 1.084
12 C 2.47 1.22 3.65  C11 1.396, F13 1.374, C14 1.385
13 F 2.65 2.54 3.33  C12 1.374
14 C 1.26 0.63 3.34  C8 1.420, C12 1.385, H23 1.090
15 C -1.58 0.46 4.35  C2 1.384, C6 1.435, H24 1.085
16 H -4.97 0.78 4.42  C3 1.083
17 H -4.78 -1.59 3.59  C4 1.086
18 H -2.55 -2.57 3.08  C5 1.094
19 H -0.18 -2.40 2.99  C7 1.085
20 H 1.97 -2.53 4.45  C9 1.092
21 H 4.15 -1.44 4.95  C10 1.091
22 H 4.49 0.98 4.34  C11 1.084
23 H 0.47 1.19 2.84  C14 1.090
24 H -0.70 1.05 4.60  C15 1.085
25 C 4.04 -5.14 2.19  C26 1.512, H45 1.094, H46 1.094, H47 1.095
26 C 3.64 -3.70 1.98  C25 1.512, O27 1.443, H48 1.099, H49 1.097
27 O 2.88 -3.63 0.75  C26 1.443, C28 1.359
28 C 2.33 -2.44 0.38  O27 1.359, C29 1.488, O44 1.220
29 C 1.30 -2.69 -0.66  C28 1.488, N30 1.297, H50 1.118
30 N 0.70 -1.72 -1.28  C29 1.297, C31 1.339
31 C -0.39 -1.82 -2.06  N30 1.339, C32 1.464, C38 1.464
32 C -0.77 -0.68 -2.90  C31 1.464, C33 1.424, C37 1.399
33 C -2.06 -0.52 -3.49  C32 1.424, C34 1.396, H51 1.094
34 C -2.36 0.61 -4.25  C33 1.396, C35 1.399, H52 1.090
35 C -1.38 1.59 -4.47  C34 1.399, C36 1.398, H53 1.090
36 C -0.11 1.42 -3.93  C35 1.398, C37 1.396, H54 1.084
37 C 0.18 0.32 -3.11  C32 1.399, C36 1.396, H55 1.086
38 C -1.13 -3.08 -2.10  C31 1.464, C39 1.414, C43 1.410
39 C -1.74 -3.50 -3.31  C38 1.414, C40 1.391, H56 1.092
40 C -2.34 -4.75 -3.40  C39 1.391, C41 1.400, H57 1.088
41 C -2.36 -5.61 -2.29  C40 1.400, C42 1.398, H58 1.089
42 C -1.73 -5.22 -1.11  C41 1.398, C43 1.391, H59 1.088
43 C -1.13 -3.97 -1.01  C38 1.410, C42 1.391, H60 1.092
44 O 2.66 -1.36 0.83  C28 1.220
45 H 4.48 -5.30 3.17  C25 1.094
46 H 3.16 -5.79 2.11  C25 1.094
47 H 4.76 -5.46 1.43  C25 1.095
48 H 3.00 -3.35 2.81  C26 1.099
49 H 4.51 -3.04 1.90  C26 1.097
50 H 1.18 -3.77 -0.92  C29 1.118
51 H -2.82 -1.29 -3.34  C33 1.094
52 H -3.35 0.72 -4.67  C34 1.090
53 H -1.62 2.47 -5.07  C35 1.090
54 H 0.68 2.14 -4.13  C36 1.084
55 H 1.15 0.21 -2.64  C37 1.086
56 H -1.73 -2.83 -4.18  C39 1.092
57 H -2.79 -5.06 -4.34  C40 1.088
58 H -2.87 -6.57 -2.35  C41 1.089
59 H -1.69 -5.89 -0.25  C42 1.088
60 H -0.67 -3.68 -0.07  C43 1.092

Values from the calculation:
Net charge   0
Electronic energy   -42531.5791 eV
LUMO   -2.9 eV
Orbital gap   2.56 eV
Molecular weight   469.53 g/mol